<w>
ORCA calculation (ωB97M-V/def2-TZVPD) on a gas-phase ion, C4H10NS2 (charge +1).

Output
2S+1 = 1
Orbital gap = 9.4564 eV
Net charge = +1

```
17
Properties=species:S:1:pos:R:3:mulliken_charge:R:1
C 2.84 -0.40 0.02 -0.667
S 1.64 0.95 -0.67 -0.003
C 0.33 -0.39 -0.68 -0.389
N -1.04 0.27 -1.01 -0.349
C -1.68 0.86 0.16 -0.661
C -1.40 -0.06 1.35 -0.491
S -0.06 -1.27 0.95 -0.082
H 3.57 0.24 0.60 0.339
H 3.44 -1.05 -0.70 0.280
H 2.27 -0.99 0.69 0.214
H 0.52 -1.13 -1.41 0.546
H -1.75 -0.46 -1.25 0.438
H -1.08 0.95 -1.84 0.381
H -2.81 0.83 -0.12 0.353
H -1.40 1.89 0.36 0.340
H -1.16 0.51 2.23 0.396
H -2.23 -0.79 1.33 0.355
```

=====

<x>
ORCA calculation (ωB97M-V/def2-TZVPD) on a molecular structure, C4H10NS2.

Output
2S+1 = 1
Orbital gap = 9.9294 eV
Net charge = +1

```
17
Properties=species:S:1:pos:R:3:mulliken_charge:R:1
C 1.11 -1.47 0.93 -0.763
C 1.21 0.78 -0.42 -0.611
C -0.62 -0.55 0.44 -0.333
C -1.06 1.63 -0.58 -0.782
N -0.23 0.40 -0.56 0.019
S 2.06 -0.80 -0.49 -0.037
S -1.62 -1.85 -0.28 -0.174
H 1.35 -1.16 1.89 0.370
H 1.13 -2.53 0.81 0.505
H 1.53 1.52 -1.13 0.458
H 1.47 1.03 0.63 0.335
H -0.99 -0.06 1.37 0.444
H -0.49 2.63 -0.79 0.334
H -1.79 1.65 -1.40 0.356
H -1.62 1.66 0.30 0.305
H -0.24 -0.17 -1.40 0.382
H -1.22 -2.71 0.67 0.191
```

=====

<y>
ORCA calculation (ωB97M-V/def2-TZVPD) on a gas-phase ion, C4H10NS2 (charge +1).

Output
2S+1 = 1
Orbital gap = 9.3158 eV
Net charge = +1

```
17
Properties=species:S:1:pos:R:3:mulliken_charge:R:1
C -1.01 0.00 -0.23 0.627
C 1.29 -0.36 -0.68 -1.409
C -0.13 -2.14 0.00 -1.144
C 0.31 2.37 0.73 -0.481
N 0.02 -0.78 -0.33 0.062
S -2.57 -0.63 0.19 -0.128
S -1.00 1.76 -0.49 -0.081
H 1.92 -0.10 0.05 0.537
H 1.16 0.45 -1.43 0.519
H 1.86 -1.14 -1.36 0.352
H -0.26 -2.69 -0.91 0.304
H -0.84 -2.13 0.85 0.545
H 0.90 -2.36 0.51 0.357
H 0.70 3.32 0.59 0.379
H 1.08 1.49 0.65 0.060
H -0.27 2.35 1.68 0.277
H -3.16 0.61 0.19 0.224
```

=====

<w> is the most stable structure shown above.